# C60H50As2MgN6S

A structure of composition C60H50As2MgN6S (the ωB97M-V functional and the def2-TZVPD basis, OMol25).

CARTESIAN COORDINATES (ANGSTROEM)
Mg1 -0.5935 -0.2072 -0.1142
S1 -0.9199 2.1980 -0.4430
C1 0.5612 3.1216 -0.3849
C2 0.4770 4.4638 -0.7885
C3 1.5880 5.2812 -0.8162
C4 2.8288 4.7802 -0.4372
C5 2.9253 3.4643 -0.0234
C6 1.8128 2.6220 0.0166
As1 1.9864 0.7731 0.6191
C7 3.6802 0.9570 1.5965
C8 4.9072 0.5002 1.1316
C9 6.0576 0.6812 1.8876
C10 5.9948 1.3149 3.1192
C11 4.7728 1.7721 3.5930
C12 3.6279 1.5897 2.8367
C13 2.7547 -0.0301 -0.9931
C14 3.0419 -1.3953 -0.9412
C15 3.6389 -2.0343 -2.0166
C16 3.9213 -1.3220 -3.1747
C17 3.6246 0.0323 -3.2427
C18 3.0565 0.6779 -2.1523
H1 -0.4935 4.8420 -1.0848
H2 1.4919 6.3120 -1.1353
H3 3.7102 5.4078 -0.4623
H4 3.8946 3.0797 0.2707
H5 4.9780 0.0096 0.1689
H6 7.0092 0.3297 1.5094
H7 6.8935 1.4556 3.7060
H8 4.7131 2.2710 4.5522
H9 2.6786 1.9554 3.2095
H10 2.7881 -1.9551 -0.0456
H11 3.8783 -3.0888 -1.9563
H12 4.3712 -1.8219 -4.0232
H13 3.8475 0.5948 -4.1408
H14 2.8426 1.7390 -2.2073
C19 -4.7504 -0.6812 6.4286
C20 -3.4403 -1.1046 6.5894
C21 -2.5117 -0.9166 5.5752
C22 -2.8779 -0.3005 4.3836
C23 -4.2103 0.0728 4.2142
C24 -5.1358 -0.0962 5.2310
As2 -1.6236 -0.0205 2.8758
C25 -1.5696 1.9421 2.9908
C26 -2.7195 2.6675 2.6907
C27 -2.6938 4.0494 2.6199
C28 -1.5074 4.7355 2.8350
C29 -0.3524 4.0270 3.1226
C30 -0.3878 2.6430 3.1957
C31 0.0365 -0.4446 3.8281
C32 0.4123 0.2168 4.9983
C33 1.5966 -0.1053 5.6424
C34 2.4158 -1.1050 5.1350
C35 2.0420 -1.7819 3.9850
C36 0.8622 -1.4494 3.3306
H15 -5.4709 -0.8201 7.2242
H16 -3.1390 -1.5864 7.5111
H17 -1.4940 -1.2562 5.7187
H18 -4.5357 0.4919 3.2707
H19 -6.1610 0.2208 5.0876
H20 -3.6416 2.1486 2.4630
H21 -3.5969 4.5925 2.3709
H22 -1.4784 5.8145 2.7518
H23 0.5843 4.5519 3.2683
H24 0.5289 2.1017 3.3829
H25 -0.2303 0.9881 5.4079
H26 1.8834 0.4254 6.5421
H27 3.3399 -1.3571 5.6404
H28 2.6614 -2.5826 3.5979
H29 0.5800 -1.9605 2.4171
N1 -0.1889 -2.0586 0.2288
C37 -0.0727 -3.1750 -0.3374
C38 -0.3191 -3.4854 -1.7988
C39 0.4344 -2.8602 -2.7873
C40 0.2879 -3.2128 -4.1213
C41 -0.6513 -4.1681 -4.4875
C42 -1.4332 -4.7713 -3.5116
C43 -1.2510 -4.4491 -2.1750
C44 0.4258 -4.3722 0.4338
C45 0.0188 -4.5867 1.7479
C46 0.5598 -5.6223 2.4925
C47 1.5249 -6.4520 1.9377
C48 1.9258 -6.2554 0.6239
C49 1.3756 -5.2257 -0.1250
H30 1.1603 -2.1127 -2.4905
H31 0.9258 -2.7544 -4.8697
H32 -0.7624 -4.4455 -5.5291
H33 -2.1790 -5.5045 -3.7934
H34 -1.8363 -4.9486 -1.4109
H35 -0.7301 -3.9304 2.1747
H36 0.2396 -5.7811 3.5150
H37 1.9667 -7.2477 2.5239
H38 2.6730 -6.9036 0.1827
H39 1.6972 -5.0683 -1.1483
C50 -0.3541 0.6724 -3.4085
C51 -1.5587 -0.1079 -3.0328
N2 -1.9288 -0.4752 -1.8211
C52 -3.0898 -1.1962 -1.9601
C53 -3.4381 -1.2521 -3.2672
N3 -2.4603 -0.5595 -3.9464
C54 -2.3870 -0.3949 -5.3772
N4 -2.2518 0.9811 -5.7572
N5 -1.1790 1.3869 -6.4812
N6 -1.2565 2.6379 -6.6894
C55 -2.3988 3.1234 -6.0899
C56 -2.9220 4.4144 -6.0032
C57 -4.1018 4.5683 -5.3117
C58 -4.7589 3.4779 -4.7138
C59 -4.2518 2.1996 -4.7799
C60 -3.0566 2.0458 -5.4795
H40 0.3958 0.5725 -2.6331
H41 -0.5890 1.7359 -3.4874
H42 0.0579 0.3227 -4.3559
H43 -3.5957 -1.6151 -1.1069
H44 -4.2514 -1.7337 -3.7818
H45 -3.2886 -0.8303 -5.8081
H46 -1.5148 -0.9077 -5.7851
H47 -2.4075 5.2508 -6.4557
H48 -4.5391 5.5541 -5.2248
H49 -5.6800 3.6623 -4.1771
H50 -4.7481 1.3657 -4.3006

Summary:
Calculated total energy = -209931.1546 eV
E_HOMO = -7.1 eV

Atom charges from the Löwdin analysis, given in e for atoms 1 to 6: atom 1 (Mg): 0.255, atom 2 (S): 0.598, atom 3 (C): -0.687, atom 4 (C): -0.137, atom 5 (C): -0.093, atom 6 (C): -0.098